(1)
Entry from the OMol25 dataset: 3 unconnected molecules or ions with the total composition C14H32BN7O5P in a non-equilibrium geometry (the ωB97M-V functional and the def2-TZVPD basis).

Last column: natural (NBO) charge in e.
Geometry (Å):
C 4.644 -0.819 -1.367  -1.013
B 3.405 -1.899 -1.205  1.031
O 3.813 -3.302 -1.109  -0.912
C 1.829 -1.430 -1.190  -0.307
C 1.287 0.022 -1.480  0.029
N -0.028 0.556 -1.532  -0.170
N -1.041 -0.291 -1.325  0.044
N -2.344 0.216 -1.415  -0.627
C -0.784 -1.674 -1.019  -0.112
P -2.396 -2.718 -0.770  1.179
N -2.869 -3.123 -2.459  -1.052
O -2.090 -4.125 0.145  -0.963
C 0.572 -2.446 -0.899  0.213
N 0.799 -3.891 -0.588  -0.537
C 0.864 -4.527 -1.764  0.894
O 0.708 -5.410 -2.652  -0.401
H 5.080 -0.644 -0.318  0.279
H 5.408 -1.301 -2.094  0.277
H 4.237 0.126 -1.882  0.221
H 3.604 -3.667 -0.215  0.513
H 2.128 0.801 -1.694  0.258
H -2.647 0.584 -0.493  0.407
H -2.296 1.037 -2.075  0.434
H -1.943 -3.293 -2.924  0.362
H -3.159 -2.189 -2.844  0.400
H -2.677 -4.171 0.936  0.529
C -3.957 4.608 -0.722  -0.617
C -2.537 4.480 -1.265  -0.079
C -1.986 5.793 -1.861  -0.077
O -2.490 6.103 -3.157  -0.547
C -3.754 6.749 -3.157  -0.252
N -2.496 3.385 -2.245  -0.867
H -4.708 4.647 -1.514  0.210
H -4.203 3.746 -0.094  0.211
H -4.062 5.506 -0.107  0.218
H -1.893 4.209 -0.420  0.188
H -0.904 5.675 -1.989  0.184
H -2.126 6.637 -1.176  0.177
H -3.873 7.424 -2.306  0.175
H -4.555 6.008 -3.173  0.164
H -3.833 7.336 -4.076  0.200
H -1.529 3.247 -2.538  0.355
H -2.957 3.720 -3.093  0.374
C 0.798 -2.628 4.752  -0.616
C 1.277 -2.523 3.307  -0.083
C 2.673 -3.137 3.078  -0.063
O 3.751 -2.323 3.532  -0.553
C 4.035 -2.443 4.917  -0.252
N 1.232 -1.117 2.890  -0.822
H 1.298 -1.918 5.413  0.211
H -0.274 -2.418 4.812  0.222
H 0.960 -3.635 5.146  0.212
H 0.568 -3.086 2.689  0.183
H 2.818 -3.240 1.995  0.148
H 2.745 -4.148 3.497  0.179
H 3.873 -3.460 5.286  0.176
H 3.437 -1.730 5.487  0.169
H 5.086 -2.185 5.070  0.199
H 1.470 -1.064 1.900  0.332
H 2.010 -0.640 3.349  0.365

Output
Net charge: +1
HOMO, eV: -11.771
Gap between HOMO and LUMO, eV: 6.077
LUMO level, eV: -5.69

(2)
Entry from the OMol25 dataset: a molecular structure, C14H32BeN4O6 in a non-equilibrium geometry (the ωB97M-V functional and the def2-TZVPD basis).

Last column: natural (NBO) charge in e.
Geometry (Å):
Be 0.732 0.168 1.028  0.163
O 3.689 -1.724 3.033  -0.395
C 3.541 -3.097 3.444  -0.097
C 2.614 -4.113 2.584  -0.106
O 1.340 -3.637 2.104  -0.382
H 3.093 -3.144 4.437  0.200
H 4.499 -3.599 3.581  0.188
H 2.364 -4.912 3.282  0.208
H 3.166 -4.373 1.681  0.221
C -5.671 0.032 0.205  0.533
O -4.476 -0.103 0.466  -0.602
N -6.548 -0.944 -0.289  -0.440
C -6.112 -2.314 -0.621  -0.418
C -7.958 -0.696 -0.577  -0.406
H -6.252 0.918 0.505  0.106
H -5.061 -2.490 -0.396  0.243
H -6.394 -2.365 -1.673  0.191
H -6.699 -3.049 -0.070  0.192
H -8.525 -1.380 0.053  0.195
H -8.257 0.308 -0.274  0.212
H -8.208 -0.813 -1.631  0.194
C 1.678 -2.368 -4.603  0.520
O 1.246 -1.725 -3.643  -0.612
N 1.083 -3.537 -4.998  -0.435
C 1.446 -4.151 -6.275  -0.422
C -0.125 -4.181 -4.454  -0.410
H 2.628 -2.136 -5.110  0.122
H 0.796 -3.775 -7.064  0.184
H 1.208 -5.213 -6.334  0.205
H 2.475 -4.042 -6.618  0.213
H -0.550 -3.648 -3.603  0.243
H -0.840 -4.153 -5.276  0.190
H 0.179 -5.195 -4.194  0.201
C 1.402 3.063 6.192  0.532
O 0.665 2.617 5.344  -0.614
N 1.641 2.554 7.412  -0.435
C 2.553 3.326 8.371  -0.417
C 1.192 1.174 7.799  -0.420
H 2.030 3.947 6.002  0.096
H 2.135 3.133 9.359  0.203
H 2.613 4.409 8.265  0.218
H 3.586 2.981 8.327  0.194
H 2.107 0.587 7.882  0.199
H 0.629 1.286 8.725  0.197
H 0.500 0.788 7.051  0.246
C 2.246 4.578 -2.613  0.514
O 1.425 4.071 -1.760  -0.637
N 1.973 4.575 -3.913  -0.414
C 2.879 5.052 -4.979  -0.407
C 0.701 4.204 -4.393  -0.424
H 3.231 5.040 -2.443  0.123
H 3.298 4.236 -5.568  0.198
H 3.737 5.560 -4.540  0.206
H 2.459 5.718 -5.733  0.203
H -0.016 4.639 -3.696  0.228
H 0.443 4.765 -5.291  0.195
H 0.470 3.144 -4.498  0.215

Output
Relative energy (zero: lowest compared OMol25 entry of this formula, charge and spin), kcal per mole: 151.2
HOMO, eV: -7.096
Gap between HOMO and LUMO, eV: 3.822
LUMO level, eV: -3.27

(3)
Entry from the OMol25 dataset: 3 unconnected molecules or ions with the total composition C14H32BrN2O2 (the ωB97M-V functional and the def2-TZVPD basis).

Last column: natural (NBO) charge in e.
Geometry (Å):
C 2.632 2.087 2.882  -0.655
C 2.920 2.227 1.394  -0.245
Br 4.607 1.283 1.055  0.024
C 1.860 1.642 0.436  -0.260
N 0.618 1.118 1.068  -0.505
C -0.409 2.169 1.381  -0.218
C -1.720 1.569 1.843  -0.429
C -2.650 2.672 2.339  -0.212
N -3.069 3.522 1.219  -0.829
H 1.660 2.479 3.172  0.207
H 3.377 2.657 3.431  0.259
H 2.753 1.051 3.195  0.225
H 3.131 3.255 1.127  0.239
H 1.562 2.412 -0.272  0.236
H 2.292 0.843 -0.157  0.253
H 0.175 0.506 0.372  0.473
H 0.801 0.511 1.867  0.438
H -0.558 2.699 0.443  0.222
H -0.026 2.844 2.139  0.214
H -2.193 1.028 1.023  0.234
H -1.536 0.852 2.647  0.214
H -2.106 3.257 3.091  0.164
H -3.533 2.238 2.796  0.218
H -3.762 4.188 1.537  0.374
H -2.297 4.098 0.907  0.343
C 1.212 -1.590 -4.446  -0.432
C 1.817 -2.234 -3.198  -0.431
C 1.833 -1.059 -2.233  -0.077
O 0.718 -0.230 -2.575  -0.570
C 0.184 -0.642 -3.845  -0.068
H 0.768 -2.305 -5.134  0.231
H 1.976 -1.026 -4.985  0.212
H 1.160 -3.023 -2.825  0.204
H 2.804 -2.661 -3.357  0.232
H 2.750 -0.468 -2.336  0.175
H 1.731 -1.366 -1.186  0.171
H -0.773 -1.149 -3.675  0.165
H 0.003 0.241 -4.455  0.198
C -1.797 -3.247 -0.669  -0.431
C -2.071 -3.529 0.807  -0.431
C -1.071 -2.611 1.492  -0.067
O -0.915 -1.473 0.624  -0.601
C -1.516 -1.753 -0.656  -0.087
H -2.624 -3.509 -1.325  0.233
H -0.912 -3.796 -1.000  0.205
H -3.091 -3.237 1.063  0.211
H -1.935 -4.572 1.086  0.233
H -0.098 -3.097 1.608  0.173
H -1.407 -2.267 2.471  0.186
H -2.441 -1.173 -0.741  0.172
H -0.833 -1.433 -1.443  0.209

Output
Net charge: +1
Relative energy (zero: lowest compared OMol25 entry of this formula, charge and spin), kcal per mole: 0.0
HOMO, eV: -12.406
Gap between HOMO and LUMO, eV: 10.085
LUMO level, eV: -2.32

(4)
Entry from the OMol25 dataset: 2 unconnected molecules or ions with the total composition C14H32FNO4S in a non-equilibrium geometry (the ωB97M-V functional and the def2-TZVPD basis).

Last column: natural (NBO) charge in e.
Geometry (Å):
C 3.832 0.461 -0.699  -0.245
O 4.335 1.046 -1.881  -0.546
C 3.504 0.762 -2.998  -0.058
C 2.630 1.957 -3.453  -0.429
C 2.461 3.080 -2.424  -0.401
C 0.986 3.548 -2.307  -0.393
C 0.380 3.310 -0.915  -0.397
C -1.145 3.140 -1.005  -0.412
C -1.561 1.696 -1.151  -0.242
N -1.377 1.213 -2.525  -0.363
O -2.427 1.702 -3.308  -0.538
S -1.422 -0.504 -2.671  2.478
O -0.372 -0.875 -3.528  -0.911
O -2.689 -0.995 -3.022  -0.898
F -1.077 -1.064 -1.264  -0.469
H 2.782 0.722 -0.547  0.154
H 3.894 -0.626 -0.757  0.170
H 4.394 0.848 0.141  0.193
H 2.850 -0.066 -2.734  0.166
H 4.110 0.440 -3.838  0.183
H 1.664 1.559 -3.743  0.207
H 3.084 2.362 -4.350  0.203
H 2.786 2.803 -1.429  0.206
H 3.045 3.945 -2.718  0.207
H 0.947 4.611 -2.525  0.200
H 0.373 3.045 -3.043  0.194
H 0.563 4.204 -0.324  0.207
H 0.864 2.491 -0.388  0.192
H -1.592 3.523 -0.094  0.216
H -1.494 3.741 -1.835  0.218
H -1.078 1.054 -0.428  0.222
H -2.628 1.638 -0.923  0.200
H -2.081 1.661 -4.216  0.486
C -1.863 -2.265 5.684  -0.610
C -1.989 -3.428 4.704  -0.398
C -0.741 -3.639 3.848  -0.397
C -0.380 -2.467 2.934  -0.397
C -1.477 -2.052 1.954  -0.396
C -1.850 -3.150 0.961  -0.612
H -1.720 -1.315 5.168  0.199
H -2.765 -2.175 6.290  0.210
H -1.019 -2.416 6.360  0.201
H -2.865 -3.278 4.067  0.194
H -2.177 -4.344 5.269  0.202
H -0.874 -4.543 3.247  0.201
H 0.110 -3.840 4.505  0.200
H 0.518 -2.733 2.368  0.200
H -0.104 -1.601 3.543  0.198
H -1.127 -1.179 1.396  0.193
H -2.369 -1.730 2.498  0.194
H -0.982 -3.455 0.374  0.203
H -2.613 -2.795 0.268  0.213
H -2.250 -4.031 1.465  0.202

Output
HOMO, eV: -9.651
Gap between HOMO and LUMO, eV: 10.175
LUMO level, eV: 0.52
SMILES: COCCCCCCCN(O)S(=O)(=O)F.CCCCCC